(1)
Computed, not measured: C20H31N5O4 in the gas phase, with the ωB97M-V functional and the def2-TZVPD basis.

Last column: Löwdin charge in e.
Element x y z (Å)
C -2.19680 2.84786 -0.06938  -0.02
N -1.22459 2.38903 -1.05362  -0.09
C -0.28121 1.36140 -0.62608  -0.11
C 1.10979 1.91415 -0.33979  -0.34
O 1.06666 2.96409 0.62049  -0.02
C 2.04463 0.85320 0.21935  -0.12
N 1.56358 0.26398 1.44857  0.09
C 0.85104 -0.89544 1.45295  -0.47
O 0.60691 -1.51101 0.42540  0.05
C 0.37923 -1.35905 2.77094  -0.12
C 0.52584 -0.82426 4.06839  -0.10
N -0.06293 -1.58587 4.97292  0.09
N -0.58999 -2.61133 4.27916  -0.14
C -1.36830 -3.61779 4.99075  -0.10
C -1.48074 -4.91170 4.22349  -0.32
C -0.20026 -5.73062 3.94098  -0.14
C -1.00042 -7.01349 4.26105  -0.16
C -2.04504 -6.13305 4.98345  -0.14
C -0.35020 -2.51278 2.96326  0.01
C -1.37436 2.78834 -2.35239  -0.44
O -2.21297 3.61062 -2.68708  0.05
C -0.49522 2.12169 -3.39842  -0.05
C -0.36251 2.97859 -4.66314  -0.30
C 0.43549 4.25607 -4.42211  -0.14
C 1.92283 3.96142 -4.28828  -0.18
C 2.44195 3.32247 -5.57034  -0.10
C 1.56997 2.21091 -6.11754  -0.49
O 2.00121 1.39706 -6.91378  0.04
N 0.26330 2.19750 -5.72821  0.12
H -2.82289 3.60363 -0.53203  0.08
H -2.81936 2.01385 0.26416  0.10
H -1.70427 3.26927 0.80832  0.09
H -0.67903 0.93311 0.29510  0.13
H -0.21842 0.54303 -1.34392  0.13
H 1.55378 2.29169 -1.26961  0.13
H 0.52191 3.67640 0.26937  0.09
H 2.17035 0.05143 -0.50758  0.13
H 3.01536 1.31504 0.40316  0.13
H 1.66607 0.78746 2.29974  0.13
H 1.03542 0.07188 4.38742  0.11
H -0.85844 -3.78088 5.94102  0.13
H -2.35846 -3.21051 5.20968  0.13
H -2.04848 -4.76926 3.29953  0.14
H 0.25953 -5.64113 2.95856  0.10
H 0.55613 -5.52973 4.70343  0.12
H -1.41345 -7.46186 3.35735  0.11
H -0.50398 -7.78641 4.84320  0.10
H -1.82752 -6.05666 6.05117  0.11
H -3.09949 -6.36853 4.85323  0.10
H -0.68743 -3.24215 2.24793  0.14
H 0.49200 1.85833 -3.02507  0.10
H -0.98132 1.17434 -3.65623  0.14
H -1.36602 3.25157 -4.98691  0.14
H 0.27662 4.93443 -5.26436  0.13
H 0.04060 4.75184 -3.53517  0.12
H 2.47343 4.87997 -4.07912  0.11
H 2.10519 3.29583 -3.43937  0.10
H 2.50237 4.07198 -6.36498  0.13
H 3.44366 2.91019 -5.45710  0.12
H -0.26071 1.42986 -6.12187  0.15

Properties
SMILES string: CN(C[C@@H](O)CNC(=O)c1cnn(CC2CCC2)c1)C(=O)C[C@H]1CCCC(=O)N1
LUMO: 0.01873 hartree
Kohn-Sham gap: 9.891 eV
HOMO energy: -0.3448 hartree
ΔE to the lowest compared entry with this formula, charge and spin: 1.57 kcal per mole
F_max: 0.16 eV/A

(2)
Computed, not measured: C20H31N5O4 in the gas phase, with the ωB97M-V functional and the def2-TZVPD basis.

Last column: Löwdin charge in e.
Element x y z (Å)
C 4.16958 0.99694 -0.36703  -0.08
C 3.17709 0.62072 0.72917  -0.40
C 1.78857 0.40870 0.13799  -0.08
C 3.20288 1.71524 1.80658  -0.12
N 2.04291 1.77708 2.67744  -0.05
N 0.92364 2.51600 2.27153  0.09
C -0.14315 2.03408 3.01463  -0.26
C -1.45566 2.75431 2.95731  -0.02
C -2.57495 1.77509 3.27313  -0.48
O -2.98651 1.60353 4.40506  0.08
N -3.04825 1.08208 2.21327  -0.02
C -2.41796 0.78446 0.91509  -0.08
C -3.21558 -0.54195 0.87754  -0.21
C -2.41784 -1.83348 0.75794  -0.11
N -2.31811 -2.36060 -0.60149  -0.10
C -3.04243 -3.58685 -0.89146  -0.03
C -1.51406 -1.71114 -1.47367  -0.40
O -0.98703 -0.64998 -1.14553  0.04
C -1.31320 -2.35120 -2.83497  0.00
C -0.20613 -1.85198 -3.76518  -0.48
O 0.07872 -2.53333 -4.73442  0.06
N 0.36786 -0.66747 -3.48799  0.12
C 1.38624 -0.13042 -4.33716  -0.29
C 2.32069 0.87156 -3.74199  -0.10
C 2.81613 -0.50786 -4.09122  -0.09
C -3.72623 -0.21005 2.30163  -0.07
C 0.21003 0.92497 3.69057  0.08
C 1.63104 0.69263 3.44237  -0.46
O 2.36514 -0.22796 3.75691  0.05
H 3.85065 1.91283 -0.87284  0.08
H 5.17014 1.16919 0.03601  0.08
H 4.24432 0.20997 -1.11884  0.07
H 3.49252 -0.31289 1.19992  0.13
H 1.40519 1.32286 -0.32424  0.08
H 1.81646 -0.36999 -0.62658  0.07
H 1.06507 0.09084 0.89039  0.06
H 4.07716 1.58616 2.44422  0.13
H 3.28600 2.69745 1.33239  0.12
H 1.07970 3.51702 2.32767  0.16
H -1.48760 3.54318 3.70950  0.13
H -1.58421 3.20079 1.96934  0.12
H -2.65046 1.50286 0.12963  0.12
H -1.33871 0.64288 0.96931  0.10
H -4.01495 -0.53161 0.13655  0.15
H -1.41270 -1.68177 1.16042  0.14
H -2.89690 -2.61010 1.35608  0.13
H -3.18355 -3.71790 -1.95912  0.08
H -2.52589 -4.46445 -0.49409  0.10
H -4.03066 -3.53267 -0.43468  0.09
H -1.13603 -3.42107 -2.72950  0.13
H -2.24298 -2.25899 -3.40420  0.14
H 0.07521 -0.19590 -2.64071  0.11
H 1.08206 -0.00139 -5.36745  0.15
H 2.62933 1.70536 -4.35608  0.10
H 2.19501 1.10123 -2.69237  0.07
H 3.00063 -1.19245 -3.27460  0.10
H 3.46332 -0.62572 -4.94827  0.10
H -3.31203 -0.83795 3.09600  0.13
H -4.80609 -0.14563 2.42845  0.12
H -0.42344 0.30475 4.30162  0.12

Properties
SMILES string: CC(C)Cn1[nH]c(CC(=O)N2CC(CN(C)C(=O)CC(=O)NC3CC3)C2)cc1=O
LUMO: 0.01507 hartree
Kohn-Sham gap: 9.009 eV
HOMO energy: -0.3160 hartree
ΔE to the lowest compared entry with this formula, charge and spin: 31.42 kcal per mole
F_max: 0.18 eV/A

(3)
Computed, not measured: 3 unconnected molecules or ions with the total composition C20H31N6O7 in a non-equilibrium geometry, with the ωB97M-V functional and the def2-TZVPD basis.

Last column: Löwdin charge in e.
Element x y z (Å)
C 2.80916 -4.49640 1.45042  -0.14
C 2.41993 -3.09778 0.68111  -0.22
C 1.35164 -2.14907 1.48435  -0.26
C 1.46856 -2.35521 3.13016  -0.08
C -0.19968 -2.25043 0.96526  0.00
N -1.22404 -1.10827 0.92897  0.12
C -2.61280 -1.51817 0.43428  -0.19
N -3.74633 -0.75149 0.31941  0.12
N -2.35818 -2.99121 0.16911  -0.09
N -3.33489 -3.86952 -0.28888  0.11
C -3.31005 -3.99088 -1.65926  0.06
O -3.36708 -3.84148 -3.00582  0.08
N -1.03744 -3.40282 0.45824  0.02
C -0.55218 -4.86382 0.31186  -0.20
C -0.88599 -5.81146 1.55760  0.01
C -0.41704 -7.37124 1.53289  0.01
C 0.35629 -7.70336 0.13802  -0.02
C 0.51692 -6.55665 -0.97093  -0.09
N 0.11384 -5.12312 -0.99231  0.08
H 1.92604 -5.00959 2.02144  0.06
H 3.76361 -4.32321 2.14312  0.10
H 3.17341 -5.25290 0.60192  0.09
H 3.43308 -2.47087 0.60474  0.13
H 2.01493 -3.26178 -0.40753  0.10
H 1.69525 -1.02182 1.29494  0.15
H 1.02235 -1.37662 3.60422  0.09
H 2.60785 -2.44954 3.46979  0.11
H 0.90423 -3.33875 3.47056  0.09
H -4.23201 -0.26497 1.12716  0.15
H -4.15228 -0.55902 -0.63183  0.13
H -1.46349 -5.39180 2.49329  0.11
H -0.57681 -8.15705 2.38501  0.11
H 0.79105 -8.78204 -0.04997  0.11
H 1.06235 -6.90429 -1.97729  0.13
C 0.77414 3.86045 1.20409  -0.06
C 1.45495 2.54573 0.86368  -0.23
O 2.65667 2.76853 0.11642  0.02
C 3.72674 3.18638 0.83676  -0.55
O 3.75069 3.37680 2.04385  0.11
O 4.76058 3.38550 -0.01762  -0.01
C 5.92394 3.92765 0.60311  -0.05
H 0.60796 4.45328 0.29918  0.08
H -0.18608 3.68318 1.69436  0.08
H 1.39264 4.46818 1.87146  0.08
H 0.79160 1.95030 0.22747  0.12
H 1.65994 1.95058 1.76220  0.12
H 6.23505 3.32499 1.46303  0.10
H 5.73635 4.96248 0.90364  0.10
H 6.73473 3.92140 -0.13089  0.10
C -1.92766 6.95270 -4.07794  -0.07
C -2.77984 7.17577 -2.84024  -0.22
O -3.74021 6.12465 -2.68215  0.03
C -3.25653 4.95661 -2.19197  -0.55
O -2.09706 4.73533 -1.87485  0.10
O -4.27616 4.06431 -2.14104  0.00
C -3.87690 2.75660 -1.73714  -0.07
H -2.55984 6.81846 -4.96126  0.08
H -1.25877 7.80036 -4.24489  0.08
H -1.31840 6.04864 -3.98439  0.07
H -3.34472 8.10702 -2.95443  0.13
H -2.16484 7.28016 -1.93779  0.13
H -3.32865 2.78162 -0.78938  0.09
H -3.27151 2.29421 -2.52205  0.10
H -4.77899 2.15470 -1.59527  0.09

Properties
LUMO: -0.16205 hartree
Kohn-Sham gap: 8.008 eV
charge: +1
HOMO energy: -0.4564 hartree
F_max: 12.20 eV/A